# C47H94Br26O4P

A molecular structure, C47H94Br26O4P (ωB97M-V with the def2-TZVPD basis set, the OMol25 dataset).

Properties
Frontier orbital gap ... 4.40 eV
Highest occupied orbital energy ... -3.419 eV
Net charge ... -1
Total energy ... -69413.3066 Ha

Positions of all 172 atoms, in Å:
C 4.27333 -1.27692 0.41860
C 4.76531 -1.92891 -1.02536
C 4.27738 -0.95608 -2.29060
C 2.64457 -1.06027 -2.40844
C 2.02945 0.44629 -2.68026
C 1.06216 0.50209 -4.03817
C 0.28831 1.96890 -4.18853
C -0.57177 2.36041 -2.81233
C -2.13239 2.60740 -3.30305
C -3.10760 3.23373 -2.13599
C -4.28766 4.21068 -2.72343
C -5.78354 3.47534 -2.80002
C -5.78916 2.08971 -3.67595
C -6.81574 0.92856 -3.13128
C -6.46212 0.38684 -1.60126
C -7.16436 -1.12501 -1.46394
O -6.43113 -2.06297 -2.32444
C -7.31938 -2.93652 -3.10236
P -7.38579 -4.75690 -2.52606
C -6.09724 -5.77242 -3.55366
C -6.68871 -4.72414 -0.70728
O -7.13601 1.22621 -0.55742
C -6.52585 1.00009 0.76428
C -6.50704 2.39499 1.63932
O -6.39370 2.38328 2.98932
O -6.62602 3.74763 1.01814
H 3.18133 -1.60711 0.69233
H 5.06986 -1.55229 1.23637
H 4.26340 -0.09104 0.28522
H 5.95572 -1.91754 -1.03799
H 4.32622 -3.01724 -1.19042
H 4.75398 -1.30157 -3.30321
H 4.65419 0.15051 -2.07659
H 2.32957 -1.75133 -3.30526
H 2.15199 -1.46641 -1.41008
H 2.90640 1.20686 -2.86932
H 1.44905 0.77358 -1.71340
H 1.79647 0.35896 -4.95040
H 0.30644 -0.40029 -4.05350
H -0.40993 1.96720 -5.14117
H 1.09778 2.79768 -4.37236
H -0.60120 1.36286 -2.16204
H -0.10116 3.27134 -2.24557
H -2.20311 3.33387 -4.23865
H -2.52375 1.53915 -3.65658
H -3.64578 2.39556 -1.47917
H -2.47015 3.86854 -1.38336
H -4.02527 4.72616 -3.74472
H -4.42515 5.08071 -1.91756
H -6.53948 4.23071 -3.32229
H -6.13567 3.36668 -1.68946
H -6.16976 2.37695 -4.76856
H -4.70323 1.62698 -3.84953
H -6.70338 0.01041 -3.88557
H -7.96569 1.23816 -3.21536
H -5.30146 0.33131 -1.45639
H -8.29036 -0.96615 -1.73748
H -7.11018 -1.49340 -0.34737
H -6.87529 -2.95733 -4.21059
H -8.42314 -2.56538 -3.20972
H -6.25364 -6.92415 -3.30307
H -4.99671 -5.47536 -3.26395
H -6.25580 -5.63771 -4.71310
H -5.61768 -4.21887 -0.81303
H -6.60652 -5.80415 -0.26355
H -7.41500 -4.00783 -0.12223
H -7.21921 0.22327 1.33819
H -5.42053 0.59700 0.71761
Br -9.64329 5.94340 -2.13916
C -10.05190 4.04403 -2.30750
C -9.85098 3.32298 -0.99494
Br -7.95732 3.01817 -0.63985
H -9.42905 3.65379 -3.11710
H -11.10171 4.00525 -2.61175
H -10.29728 2.32522 -1.03048
H -10.25361 3.86575 -0.13526
Br 0.66030 -2.30017 1.51884
C 0.03483 -1.24718 3.03637
C 1.19130 -0.62744 3.78578
Br 2.09451 -1.94540 4.90477
H -0.57779 -1.90962 3.65406
H -0.60197 -0.47191 2.60092
H 0.83498 0.13830 4.48051
H 1.95016 -0.19179 3.12996
Br -1.00612 3.49857 0.77526
C -1.01940 5.16442 1.78901
C -0.19835 6.22996 1.10082
Br 1.71088 5.93088 1.36611
H -0.66697 4.92795 2.79675
H -2.07147 5.45944 1.83676
H -0.39538 7.21224 1.53931
H -0.36688 6.27848 0.02146
Br -0.39808 9.97614 1.94495
C 1.25673 10.26525 0.95453
C 0.97722 10.59067 -0.49429
Br 0.50226 8.98742 -1.49877
H 1.86956 9.36954 1.08798
H 1.74194 11.10952 1.45247
H 1.87605 10.97626 -0.98357
H 0.16064 11.30538 -0.62909
Br -2.02647 5.17987 -5.92881
C -0.15740 4.88247 -6.39899
C 0.02816 4.83209 -7.89770
Br -0.56320 3.12142 -8.62492
H 0.15790 3.96673 -5.89138
H 0.38160 5.73311 -5.97230
H 1.08822 4.89985 -8.15780
H -0.52250 5.61266 -8.42991
Br -0.69097 11.25412 -4.24431
C -2.29618 10.24199 -4.69356
C -1.94670 8.91163 -5.31895
Br -1.40344 9.12762 -7.17991
H -2.90510 10.87937 -5.34057
H -2.81545 10.09603 -3.74213
H -2.82360 8.25905 -5.35318
H -1.13225 8.39171 -4.80697
Br 5.60903 -4.12864 4.18672
C 4.00382 -5.14077 3.73747
C 4.35330 -6.47113 3.11209
Br 4.89656 -6.25514 1.25112
H 3.39490 -4.50338 3.09046
H 3.48455 -5.28673 4.68891
H 3.47640 -7.12371 3.07786
H 5.16775 -6.99105 3.62407
Br 7.17348 -9.24151 4.06604
C 7.41437 -9.23851 6.00121
C 6.15857 -9.69089 6.70933
Br 4.81786 -8.27443 6.74244
H 7.73211 -8.23062 6.28203
H 8.23448 -9.93801 6.18640
H 6.36591 -9.91007 7.76049
H 5.68952 -10.56360 6.24656
Br 6.57348 0.95849 1.91149
C 6.81437 0.96149 3.84666
C 5.55857 0.50911 4.55478
Br 4.21786 1.92557 4.58790
H 7.13211 1.96938 4.12748
H 7.63448 0.26199 4.03186
H 5.76591 0.28993 5.60595
H 5.08952 -0.36360 4.09202
Br -7.29808 5.42195 6.57330
C -5.64327 5.71106 5.58288
C -5.92278 6.03648 4.13406
Br -6.39774 4.43323 3.12958
H -5.03044 4.81535 5.71633
H -5.15806 6.55533 6.08082
H -5.02395 6.42207 3.64478
H -6.73936 6.75119 3.99926
Br 9.47519 -12.93036 5.85304
C 9.01486 -12.79120 3.96316
C 10.18270 -13.17808 3.08590
Br 11.50727 -11.74852 3.00325
H 8.66458 -11.76926 3.79408
H 8.18074 -13.48442 3.82223
H 9.85722 -13.32355 2.05204
H 10.70374 -14.07661 3.42785
Br 4.72870 2.00215 -5.55254
C 6.06337 2.66755 -4.29604
C 7.45069 2.20465 -4.67576
Br 7.73017 0.33721 -4.18635
H 5.75439 2.34121 -3.29919
H 5.99097 3.75723 -4.35541
H 8.20928 2.76084 -4.11794
H 7.65874 2.28871 -5.74600
Br 4.77602 -13.78782 8.74404
C 6.63539 -14.30601 8.46627
C 7.52994 -13.72913 9.53870
Br 7.87435 -11.83467 9.22665
H 6.90807 -13.98834 7.45612
H 6.63541 -15.39879 8.51110
H 8.51478 -14.20408 9.51643
H 7.11234 -13.81601 10.54559

Results of the Mulliken charge analysis, in e, for atoms 1 through 8: atom 1 (C): -0.0200, atom 2 (C): -0.5714, atom 3 (C): -0.1547, atom 4 (C): -0.1830, atom 5 (C): 0.0694, atom 6 (C): -0.9677, atom 7 (C): -0.3049, atom 8 (C): -0.0459